1.
11
Properties=species:S:1:pos:R:3 method="wB97M-V/def2-TZVPD" homo_ev="-8.10 / -8.65" de_lowest_kcal_mol=91.5
C -1.791 0.845 -0.085
C -0.497 0.202 0.247
N 0.960 -1.525 0.069
O -0.259 -1.005 -0.081
Cl 3.865 0.480 -0.074
H -2.598 0.118 -0.125
H -2.018 1.612 0.651
H -1.723 1.336 -1.060
H 0.313 0.802 0.649
H 2.882 -0.360 0.010
H 0.865 -2.506 -0.200

***

2.
15
Properties=species:S:1:pos:R:3 method="wB97M-V/def2-TZVPD" homo_ev=-10.40 smiles="CCC(=O)C[N+](=O)[O-]" de_lowest_kcal_mol=111.3
C -1.040 0.524 -0.686
C -0.174 0.263 0.593
C 1.207 0.632 0.287
O 1.676 1.715 0.192
C 2.090 -0.610 0.011
N 3.476 -0.210 -0.065
O 4.190 -0.483 0.873
O 3.766 0.399 -1.055
H -0.958 -0.161 -1.480
H -0.554 1.481 -1.065
H -2.092 0.639 -0.362
H -0.456 1.105 1.283
H -0.260 -0.729 0.997
H 1.994 -1.201 0.874
H 1.719 -1.283 -0.771

***

3.
13
Properties=species:S:1:pos:R:3 method="wB97M-V/def2-TZVPD" homo_ev=-8.81 smiles="CN1N=CCC1=O" de_lowest_kcal_mol=55.3
C 0.747 -0.769 -1.887
N 0.243 -0.139 -0.515
N 1.090 0.690 0.122
C 0.461 1.133 1.226
C -0.817 0.389 1.461
C -0.970 -0.345 0.117
O -1.980 -0.939 -0.312
H 1.772 -1.113 -1.565
H 0.937 -0.063 -2.705
H 0.093 -1.528 -2.113
H 0.792 1.973 1.915
H -1.780 0.898 1.817
H -0.589 -0.186 2.440

***

4.
22
Properties=species:S:1:pos:R:3 method="wB97M-V/def2-TZVPD" homo_ev="-6.54 / -6.54" de_lowest_kcal_mol=189.1
C 1.822 -0.027 1.170
N 0.763 -0.980 1.015
C -0.957 0.404 0.286
N -1.943 -0.246 0.951
C -0.725 1.718 0.118
O 0.264 -1.303 2.327
H 0.340 -0.499 2.872
H -1.640 -0.926 1.642
H -2.790 0.264 1.142
H 2.269 0.155 0.189
H 2.607 -0.393 1.843
H 1.465 0.959 1.548
H -0.060 2.095 -0.642
H -1.179 2.423 0.800
C -0.685 -0.593 -1.569
C 0.549 -0.277 -2.371
H 0.738 0.797 -2.410
H -1.589 -0.093 -1.894
H -0.862 -1.649 -1.366
H -0.237 -0.433 -0.284
H 1.429 -0.775 -1.962
H 0.420 -0.620 -3.403

***

5.
13
Properties=species:S:1:pos:R:3 method="wB97M-V/def2-TZVPD" homo_ev="-5.63 / -9.55" multiplicity=3 s_squared=2.016
C -1.639 0.714 -0.524
C -1.706 -0.673 0.036
C 0.141 0.244 0.787
O -0.321 1.080 -0.174
O -0.694 -0.695 1.078
P 3.696 0.426 -0.070
P 2.713 -1.223 -0.487
H -1.836 0.829 -1.668
H -2.268 1.291 -0.010
H -2.652 -1.172 0.440
H -1.379 -1.412 -0.690
H 0.922 0.536 1.595
H 5.021 0.057 -0.312

***

6.
52
Properties=species:S:1:pos:R:3 method="wB97M-V/def2-TZVPD" homo_ev=-7.76 smiles="O=C(CN1CCC(C(=O)c2ccc(Cl)cc2)CC1)Nc1ccc2c(c1)OCCO2" de_lowest_kcal_mol=43.0
O 0.270 -3.491 -1.651
C 0.188 -2.286 -1.551
C 1.385 -1.424 -1.137
N 0.956 -0.187 -0.513
C 1.925 0.890 -0.562
C 3.131 0.666 0.356
C 2.677 0.462 1.815
C 2.229 1.809 2.355
O 1.146 2.292 2.114
C 3.237 2.577 3.138
C 4.112 1.992 4.050
C 5.009 2.769 4.760
C 5.043 4.140 4.552
Cl 6.175 5.106 5.425
C 4.171 4.743 3.657
C 3.267 3.961 2.968
C 1.576 -0.605 1.877
C 0.467 -0.360 0.847
N -0.907 -1.532 -1.808
C -2.189 -1.927 -2.191
C -2.521 -3.254 -2.457
C -3.804 -3.573 -2.853
C -4.779 -2.593 -2.982
C -4.457 -1.266 -2.681
C -3.165 -0.942 -2.298
O -5.386 -0.257 -2.745
C -6.713 -0.727 -2.812
C -6.818 -1.867 -3.825
O -6.033 -2.961 -3.408
H 1.931 -1.184 -2.055
H 2.041 -2.051 -0.518
H 2.262 1.015 -1.595
H 1.404 1.803 -0.259
H 3.811 1.518 0.292
H 3.674 -0.225 0.033
H 3.540 0.118 2.391
H 4.078 0.931 4.244
H 5.678 2.317 5.474
H 4.199 5.812 3.511
H 2.571 4.413 2.277
H 1.134 -0.621 2.874
H 2.032 -1.582 1.699
H -0.234 -1.197 0.862
H -0.072 0.552 1.115
H -0.775 -0.542 -1.622
H -1.772 -4.020 -2.359
H -4.075 -4.593 -3.075
H -2.939 0.091 -2.081
H -7.329 0.124 -3.106
H -7.032 -1.092 -1.826
H -7.842 -2.233 -3.906
H -6.474 -1.509 -4.806

***

7.
14
Properties=species:S:1:pos:R:3 method="wB97M-V/def2-TZVPD" homo_ev=-14.67 charge=+1 de_lowest_kcal_mol=15.3
N -1.333 -1.733 -1.476
H -0.619 -2.442 -1.329
H -1.061 -0.816 -1.124
H -1.625 -1.654 -2.437
H -2.163 -2.015 -0.954
C 0.627 1.022 0.149
O 0.533 -0.425 -0.028
C 0.771 1.421 1.575
H 1.463 1.316 -0.484
H -0.303 1.398 -0.271
H 1.193 -0.803 0.570
H -0.010 1.047 2.207
H 1.743 1.176 1.999
H 0.784 2.508 1.602

***

8.
103
Properties=species:S:1:pos:R:3 method="wB97M-V/def2-TZVPD" homo_ev=-10.96 de_lowest_kcal_mol=60.8
N 26.858 8.801 -28.136
H 26.535 8.160 -27.425
H 26.224 9.587 -28.153
H 26.797 8.244 -28.976
H 27.795 9.079 -27.881
C 25.467 11.844 -30.887
F 24.843 10.751 -31.281
F 26.762 11.499 -30.999
F 25.121 12.794 -31.682
S 25.042 12.026 -29.028
O 25.276 10.694 -28.373
O 25.998 12.939 -28.500
O 23.642 12.475 -28.969
O 26.415 11.301 -22.790
S 25.352 10.419 -23.256
O 25.526 8.966 -23.124
O 23.886 11.009 -22.753
C 22.683 10.274 -23.135
C 22.543 9.063 -22.284
C 25.187 10.794 -25.106
H 22.564 9.965 -24.173
H 21.814 10.910 -22.964
H 23.140 9.205 -21.383
H 22.907 8.210 -22.857
H 21.554 8.791 -21.915
H 24.467 10.112 -25.557
H 26.135 10.777 -25.644
H 24.813 11.807 -25.256
O 21.898 16.639 -24.732
S 22.776 16.043 -25.724
O 23.043 16.809 -26.926
O 24.217 15.508 -25.074
C 24.090 14.913 -23.822
C 25.425 15.147 -23.161
C 22.054 14.418 -26.150
H 24.015 13.845 -24.026
H 23.199 15.297 -23.324
H 26.324 14.857 -23.706
H 25.435 14.681 -22.176
H 25.610 16.216 -23.061
H 21.794 13.913 -25.220
H 22.808 13.875 -26.720
H 21.234 14.700 -26.810
O 28.310 10.954 -36.751
S 27.735 11.810 -35.684
O 27.217 13.146 -35.970
O 26.631 10.947 -34.798
C 27.031 9.626 -34.453
C 25.855 9.077 -33.597
C 29.070 12.248 -34.442
H 27.934 9.595 -33.844
H 27.262 9.043 -35.345
H 25.624 8.067 -33.936
H 25.072 9.830 -33.682
H 26.216 8.952 -32.577
H 29.601 13.139 -34.776
H 29.845 11.517 -34.210
H 28.493 12.550 -33.568
O 29.296 11.080 -31.061
S 30.512 11.754 -30.839
O 31.819 11.376 -31.377
O 30.326 13.413 -31.027
C 29.086 14.048 -30.587
C 28.686 15.002 -31.770
C 30.680 11.646 -28.979
H 29.239 14.545 -29.629
H 28.314 13.302 -30.400
H 28.497 14.497 -32.717
H 29.372 15.849 -31.792
H 27.695 15.418 -31.591
H 31.132 12.557 -28.587
H 31.311 10.792 -28.735
H 29.692 11.697 -28.521
O 30.137 14.376 -26.595
S 29.151 14.381 -25.513
O 29.591 14.541 -24.115
O 28.077 15.600 -25.769
C 27.351 15.588 -27.013
C 26.397 16.823 -27.125
C 28.069 12.936 -25.652
H 26.617 14.786 -26.934
H 28.122 15.523 -27.781
H 27.085 17.616 -27.417
H 26.166 17.163 -26.115
H 25.563 16.700 -27.816
H 27.337 13.004 -24.846
H 28.716 12.078 -25.472
H 27.730 12.939 -26.688
O 21.768 8.893 -32.509
S 20.588 9.675 -32.211
O 19.533 9.770 -33.248
O 19.842 9.038 -30.819
C 18.454 9.323 -30.611
C 17.494 8.274 -31.180
C 21.078 11.349 -31.616
H 18.257 10.259 -31.134
H 18.080 9.382 -29.589
H 17.235 7.389 -30.598
H 17.888 7.827 -32.093
H 16.498 8.671 -31.372
H 21.781 11.308 -30.784
H 20.159 11.899 -31.416
H 21.637 11.790 -32.442

***

What did we get for E_tot? Answer: -669.85163 -436.96605 -340.70678 -383.39936 -950.89582 -1722.81843 -211.93401 -5476.61252 Ha, in the order shown.